a | DFT (ωB97M-V/def2-TZVPD) results for a 2-piece molecular cluster, C2H9NOS overall.

```
14
Properties=species:S:1:pos:R:3:nbo_charge:R:1
N 0.27 1.44 2.36 -0.859
C -0.39 0.24 1.94 0.070
O -1.47 0.74 1.23 -0.736
H 0.78 1.83 1.51 0.367
H -0.45 2.10 2.78 0.368
H -0.48 -0.41 2.86 0.164
H 0.18 -0.36 1.19 0.160
H -2.27 0.60 1.64 0.467
C 0.38 -0.76 -2.21 -0.764
S 0.63 -1.18 -3.97 -0.056
H 0.83 0.32 -2.31 0.240
H 1.16 -1.26 -1.59 0.220
H -0.59 -1.04 -1.77 0.234
H 1.42 -2.26 -3.65 0.125
```

Computed properties:
SMILES: NCO.CS
HOMO-LUMO gap (eV): 9.7580

***

b | DFT (ωB97M-V/def2-TZVPD) results for a 2-piece molecular cluster, C2H9NOS overall.

```
14
Properties=species:S:1:pos:R:3:nbo_charge:R:1
N 3.86 -0.59 2.09 -0.854
C 3.71 -1.34 0.91 0.072
O 2.86 -0.78 -0.17 -0.736
H 3.02 -0.26 2.52 0.368
H 4.60 0.09 2.09 0.372
H 3.24 -2.29 1.20 0.150
H 4.62 -1.56 0.37 0.176
H 2.46 -0.07 0.33 0.452
C -4.70 0.68 -1.36 -0.707
S -4.21 2.49 -1.53 -0.077
H -5.70 0.38 -1.69 0.221
H -4.61 0.27 -0.36 0.218
H -3.93 0.30 -2.03 0.220
H -5.23 2.67 -2.36 0.124
```

Computed properties:
SMILES: NCO.CS
HOMO-LUMO gap (eV): 9.9233

***

The data favor b; the next most stable structure lies 0.0256 hartree above it.

***

a | DFT (ωB97M-V/def2-TZVPD) results for C31H17Cl5N4O5Ti as an isolated structure.

```
63
Properties=species:S:1:pos:R:3:nbo_charge:R:1
Ti 0.31 -0.49 0.10 1.711
O -3.93 -0.64 -0.22 -0.671
C -2.74 -0.32 -0.36 0.648
N -1.65 -1.10 -0.48 -0.718
C -1.78 -2.50 -0.66 0.135
C -2.97 -3.17 -0.97 -0.249
C -2.99 -4.54 -1.18 -0.246
C -1.83 -5.28 -1.10 -0.255
C -0.63 -4.65 -0.80 -0.258
C -0.59 -3.27 -0.58 0.197
N 0.57 -2.57 -0.22 -0.709
C 1.81 -3.03 -0.37 0.626
O 2.24 -4.09 -0.86 -0.684
C 2.85 -2.06 0.16 0.176
C 4.20 -2.37 0.09 -0.227
C 5.12 -1.46 0.57 -0.171
C 4.68 -0.26 1.10 -0.266
C 3.31 -0.02 1.13 0.081
N 2.44 -0.91 0.68 -0.444
C -2.49 1.18 -0.41 0.155
C -2.98 1.97 0.62 -0.238
C -2.79 3.34 0.55 -0.178
C -2.16 3.87 -0.57 -0.285
C -1.73 2.99 -1.55 0.046
N -1.88 1.67 -1.49 -0.397
H -3.88 -2.59 -1.02 0.245
H -3.94 -5.02 -1.42 0.186
H -1.84 -6.36 -1.27 0.185
H 0.29 -5.21 -0.75 0.235
H 4.48 -3.32 -0.35 0.241
H 6.18 -1.67 0.52 0.200
H 5.37 0.49 1.47 0.209
H 2.89 0.90 1.51 0.221
H -3.47 1.51 1.47 0.229
H -3.13 3.98 1.35 0.201
H -1.99 4.93 -0.68 0.200
H -1.22 3.36 -2.44 0.189
Cl 4.06 4.58 -3.76 -0.092
C 3.20 3.19 -3.09 -0.031
C 3.31 1.97 -3.74 -0.375
C 2.61 0.89 -3.19 -0.066
Cl 2.73 -0.66 -3.98 -0.033
C 1.81 0.98 -2.05 0.313
O 1.15 -0.06 -1.59 -0.744
C 1.76 2.25 -1.37 -0.170
C 1.04 2.40 -0.18 0.030
O 0.38 1.45 0.42 -0.700
C 2.46 3.36 -1.95 -0.274
H 3.91 1.84 -4.63 0.217
H 1.02 3.39 0.29 0.139
H 2.41 4.32 -1.46 0.203
Cl -4.06 2.39 5.18 -0.061
C -2.86 1.47 4.31 -0.061
C -1.58 1.98 4.15 -0.265
C -0.65 1.24 3.44 -0.092
Cl 0.98 1.85 3.40 -0.005
C -0.93 0.00 2.82 0.398
O -0.09 -0.67 2.11 -0.769
C -2.23 -0.50 3.11 -0.106
Cl -2.62 -2.10 2.59 0.033
C -3.18 0.22 3.81 -0.267
H -1.31 2.93 4.58 0.226
H -4.16 -0.21 3.97 0.232
```

Computed properties:
HOMO-LUMO gap (spin up / spin down) (eV): 3.9371 / 3.9337
Charge: -2

***

b | DFT (ωB97M-V/def2-TZVPD) results for C31H17Cl5N4O5Ti as an isolated structure.

```
63
Properties=species:S:1:pos:R:3:nbo_charge:R:1
Ti -0.32 -0.29 0.33 1.603
O -1.95 -0.90 4.28 -0.694
C -1.67 -0.58 3.12 0.626
N -1.19 -1.30 2.10 -0.637
C -1.02 -2.69 2.24 0.115
C -1.41 -3.47 3.33 -0.249
C -1.24 -4.85 3.32 -0.254
C -0.67 -5.46 2.22 -0.252
C -0.28 -4.71 1.12 -0.267
C -0.45 -3.32 1.12 0.220
N -0.02 -2.45 0.11 -0.667
C 0.38 -2.93 -1.07 0.622
O 0.28 -4.06 -1.56 -0.687
C 1.16 -1.90 -1.86 0.165
C 1.84 -2.26 -3.01 -0.233
C 2.69 -1.33 -3.59 -0.172
C 2.83 -0.09 -2.99 -0.256
C 2.09 0.19 -1.85 0.076
N 1.26 -0.70 -1.31 -0.418
C -1.98 0.83 2.70 0.159
C -2.59 1.71 3.59 -0.231
C -2.96 2.96 3.14 -0.185
C -2.74 3.27 1.81 -0.261
C -2.10 2.35 0.99 0.082
N -1.72 1.15 1.44 -0.415
H -1.84 -2.98 4.19 0.246
H -1.54 -5.43 4.18 0.184
H -0.53 -6.54 2.20 0.184
H 0.15 -5.18 0.25 0.238
H 1.69 -3.26 -3.40 0.237
H 3.24 -1.57 -4.49 0.199
H 3.50 0.66 -3.38 0.213
H 2.16 1.15 -1.35 0.236
H -2.74 1.37 4.61 0.239
H -3.44 3.67 3.80 0.198
H -3.03 4.23 1.39 0.209
H -1.89 2.58 -0.04 0.230
Cl -1.37 4.40 -5.28 -0.095
C -0.91 3.52 -3.82 -0.010
C 0.15 4.01 -3.06 -0.396
C 0.47 3.29 -1.91 -0.084
Cl 1.80 3.88 -0.94 -0.048
C -0.17 2.13 -1.49 0.304
O 0.18 1.52 -0.37 -0.773
C -1.24 1.62 -2.33 -0.162
C -1.91 0.44 -2.03 -0.036
O -1.58 -0.33 -1.01 -0.643
C -1.59 2.38 -3.49 -0.304
H 0.68 4.91 -3.33 0.217
H -2.69 0.06 -2.69 0.148
H -2.39 2.02 -4.13 0.204
Cl 6.36 2.90 1.51 -0.064
C 4.82 2.06 1.56 -0.062
C 4.76 0.73 1.21 -0.260
C 3.54 0.07 1.25 -0.119
Cl 3.50 -1.62 0.85 0.005
C 2.33 0.70 1.63 0.410
O 1.20 0.11 1.65 -0.743
C 2.48 2.07 2.00 -0.096
Cl 1.07 2.91 2.55 0.008
C 3.68 2.74 1.96 -0.256
H 5.65 0.19 0.91 0.225
H 3.73 3.78 2.25 0.227
```

Computed properties:
HOMO-LUMO gap (eV): 4.1150
Charge: -2

***

The data favor b; the next most stable structure lies 0.0287 hartree above it.